Entry i
{"formula": "C18H36O18", "method": "the ωB97M-V functional and the def2-TZVPD basis", "gap_ev": 11.2, "lumo_ha": 0.016, "smiles": "COC(=O)OC.COC(=O)OC.COC(=O)OC.COC(=O)OC.COC(=O)OC.COC(=O)OC", "homo_energy_ev": -10.7546, "elements": ["C", "O", "C", "O", "O", "C", "H", "H", "H", "H", "H", "H", "C", "O", "C", "O", "O", "C", "H", "H", "H", "H", "H", "H", "C", "O", "C", "O", "O", "C", "H", "H", "H", "H", "H", "H", "C", "O", "C", "O", "O", "C", "H", "H", "H", "H", "H", "H", "C", "O", "C", "O", "O", "C", "H", "H", "H", "H", "H", "H", "C", "O", "C", "O", "O", "C", "H", "H", "H", "H", "H", "H"], "positions_angstrom": [[-7.15, 0.16, -3.55], [-6.56, 0.31, -2.29], [-5.25, 0.21, -2.11], [-4.42, -0.18, -2.93], [-5.01, 0.51, -0.85], [-3.68, 0.25, -0.31], [-6.92, 1.01, -4.19], [-8.23, 0.29, -3.44], [-6.81, -0.76, -4.02], [-2.89, 0.66, -0.94], [-3.46, -0.81, -0.20], [-3.68, 0.64, 0.70], [-3.18, -1.40, 4.09], [-4.19, -0.62, 4.75], [-5.22, -1.29, 5.36], [-5.40, -2.52, 5.26], [-5.93, -0.40, 6.12], [-7.02, -0.84, 6.86], [-2.37, -0.76, 3.73], [-3.67, -1.79, 3.20], [-2.76, -2.26, 4.62], [-6.83, -1.74, 7.44], [-7.82, -1.05, 6.14], [-7.35, -0.10, 7.59], [1.84, -3.99, -0.84], [0.40, -4.07, -0.66], [-0.39, -3.95, -1.79], [0.04, -4.12, -2.94], [-1.55, -3.39, -1.47], [-2.51, -3.21, -2.48], [2.09, -2.96, -1.08], [2.21, -4.69, -1.58], [2.26, -4.28, 0.12], [-3.42, -2.78, -2.07], [-2.88, -4.13, -2.93], [-2.23, -2.66, -3.38], [2.26, 3.79, 1.48], [3.33, 4.71, 1.71], [2.98, 6.02, 1.48], [1.90, 6.44, 1.05], [4.00, 6.73, 1.85], [3.93, 8.13, 1.85], [2.66, 2.81, 1.70], [1.89, 3.83, 0.45], [1.36, 3.88, 2.08], [4.73, 8.65, 1.33], [4.03, 8.49, 2.87], [3.02, 8.58, 1.43], [3.15, 1.28, -1.00], [2.39, 0.18, -0.51], [1.26, 0.33, 0.15], [0.67, 1.37, 0.44], [0.91, -0.88, 0.57], [-0.42, -1.05, 1.11], [3.86, 0.94, -1.76], [3.72, 1.69, -0.17], [2.47, 2.01, -1.45], [-0.53, -0.50, 2.05], [-0.64, -2.10, 1.27], [-1.16, -0.63, 0.42], [4.93, -1.40, -2.02], [6.05, -0.54, -2.09], [6.91, -0.57, -3.10], [7.88, 0.20, -3.08], [6.67, -1.69, -3.99], [7.76, -2.11, -4.80], [5.11, -2.38, -2.47], [4.00, -1.06, -2.48], [4.71, -1.75, -1.02], [7.79, -3.19, -4.95], [8.73, -1.71, -4.48], [7.65, -1.80, -5.83]]}



Entry ii
{"formula": "C18H36O18", "method": "the ωB97M-V functional and the def2-TZVPD basis", "gap_ev": 10.9, "lumo_ha": 0.013, "smiles": "COC(=O)OC.COC(=O)OC.COC(=O)OC.COC(=O)OC.COC(=O)OC.COC(=O)OC", "homo_energy_ev": -10.5845, "elements": ["C", "O", "C", "O", "O", "C", "H", "H", "H", "H", "H", "H", "C", "O", "C", "O", "O", "C", "H", "H", "H", "H", "H", "H", "C", "O", "C", "O", "O", "C", "H", "H", "H", "H", "H", "H", "C", "O", "C", "O", "O", "C", "H", "H", "H", "H", "H", "H", "C", "O", "C", "O", "O", "C", "H", "H", "H", "H", "H", "H", "C", "O", "C", "O", "O", "C", "H", "H", "H", "H", "H", "H"], "positions_angstrom": [[1.74, 2.49, 2.69], [3.18, 2.55, 2.86], [3.82, 1.74, 3.71], [3.27, 0.90, 4.40], [5.06, 2.28, 3.96], [5.92, 1.86, 5.08], [1.40, 1.56, 2.24], [1.57, 3.33, 2.02], [1.14, 2.69, 3.58], [5.83, 0.78, 5.24], [5.88, 2.45, 5.99], [6.97, 1.95, 4.80], [3.87, -2.78, -5.40], [2.77, -2.36, -4.60], [1.59, -2.23, -5.21], [1.36, -2.38, -6.41], [0.74, -1.92, -4.19], [-0.57, -1.39, -4.47], [4.21, -2.02, -6.10], [3.95, -3.74, -5.93], [4.69, -2.87, -4.68], [-0.64, -0.32, -4.28], [-1.21, -1.98, -3.82], [-0.92, -1.57, -5.49], [1.67, 8.22, -3.98], [1.38, 6.87, -3.58], [1.67, 6.50, -2.29], [2.35, 7.20, -1.49], [0.91, 5.43, -1.97], [1.28, 4.73, -0.78], [2.69, 8.59, -4.01], [0.98, 8.77, -3.34], [1.27, 8.41, -4.98], [2.35, 4.55, -0.77], [0.73, 3.79, -0.72], [0.94, 5.31, 0.08], [-2.95, -6.28, 1.08], [-1.55, -6.08, 1.46], [-1.13, -5.00, 2.23], [-1.82, -4.22, 2.89], [0.23, -4.92, 1.98], [0.89, -3.78, 2.38], [-3.40, -5.30, 0.94], [-3.32, -6.76, 1.98], [-3.14, -6.97, 0.25], [0.19, -2.94, 2.44], [1.81, -3.58, 1.83], [1.21, -3.85, 3.42], [-1.10, 1.97, -2.48], [-1.60, 0.93, -1.61], [-1.03, 0.79, -0.40], [-0.20, 1.56, 0.08], [-1.76, -0.14, 0.25], [-1.43, -0.29, 1.64], [-0.09, 2.21, -2.14], [-1.77, 2.83, -2.46], [-1.08, 1.72, -3.54], [-1.36, 0.66, 2.16], [-0.58, -0.97, 1.71], [-2.23, -0.79, 2.18], [-4.47, -2.54, 4.13], [-5.04, -1.55, 3.29], [-5.16, -1.49, 1.98], [-5.45, -0.46, 1.33], [-4.90, -2.68, 1.37], [-4.66, -2.75, -0.08], [-5.06, -3.45, 4.24], [-4.35, -2.10, 5.12], [-3.53, -2.83, 3.66], [-3.70, -2.38, -0.43], [-5.42, -2.18, -0.63], [-4.88, -3.79, -0.35]]}



Entry iii
{"formula": "C18H36O18", "method": "the ωB97M-V functional and the def2-TZVPD basis", "gap_ev": 11.2, "lumo_ha": 0.020, "smiles": "COC(=O)OC.COC(=O)OC.COC(=O)OC.COC(=O)OC.COC(=O)OC.COC(=O)OC", "homo_energy_ev": -10.6959, "elements": ["C", "O", "C", "O", "O", "C", "H", "H", "H", "H", "H", "H", "C", "O", "C", "O", "O", "C", "H", "H", "H", "H", "H", "H", "C", "O", "C", "O", "O", "C", "H", "H", "H", "H", "H", "H", "C", "O", "C", "O", "O", "C", "H", "H", "H", "H", "H", "H", "C", "O", "C", "O", "O", "C", "H", "H", "H", "H", "H", "H", "C", "O", "C", "O", "O", "C", "H", "H", "H", "H", "H", "H"], "positions_angstrom": [[-21.27, 12.97, 31.21], [-20.69, 13.39, 32.45], [-21.14, 14.49, 33.02], [-22.04, 15.18, 32.63], [-20.38, 14.72, 34.09], [-20.54, 16.00, 34.68], [-20.78, 13.49, 30.40], [-22.35, 13.11, 31.15], [-21.17, 11.89, 31.12], [-19.79, 16.10, 35.47], [-21.48, 16.15, 35.21], [-20.35, 16.81, 33.98], [-16.86, 10.64, 27.15], [-16.53, 11.30, 28.36], [-17.44, 11.34, 29.31], [-18.60, 11.02, 29.21], [-16.87, 11.80, 30.42], [-17.64, 11.87, 31.59], [-16.02, 10.54, 26.48], [-17.73, 11.09, 26.68], [-17.24, 9.65, 27.42], [-17.10, 12.55, 32.25], [-17.84, 10.94, 32.12], [-18.60, 12.37, 31.44], [-14.81, 12.32, 37.58], [-16.17, 11.88, 37.50], [-16.98, 12.47, 36.62], [-16.71, 13.47, 36.00], [-18.10, 11.79, 36.59], [-19.07, 12.18, 35.61], [-14.24, 11.93, 36.74], [-14.39, 12.04, 38.53], [-14.84, 13.40, 37.45], [-18.59, 12.31, 34.64], [-19.61, 13.10, 35.79], [-19.84, 11.41, 35.65], [-11.53, 10.10, 40.18], [-12.70, 10.89, 40.16], [-12.83, 11.84, 41.07], [-12.00, 12.14, 41.89], [-14.03, 12.38, 40.91], [-14.57, 13.33, 41.79], [-10.69, 10.64, 39.76], [-11.69, 9.16, 39.65], [-11.25, 9.80, 41.19], [-14.24, 13.10, 42.81], [-15.65, 13.18, 41.84], [-14.27, 14.35, 41.57], [-12.28, 15.53, 37.41], [-13.26, 16.48, 37.00], [-12.89, 17.67, 36.58], [-11.78, 18.10, 36.42], [-14.01, 18.36, 36.33], [-13.94, 19.70, 35.89], [-11.45, 16.04, 37.90], [-11.87, 14.91, 36.61], [-12.79, 14.93, 38.15], [-14.68, 19.78, 35.09], [-13.02, 19.93, 35.37], [-14.12, 20.42, 36.69], [-7.61, 14.02, 35.64], [-8.27, 13.04, 36.42], [-9.48, 12.68, 36.06], [-10.18, 13.25, 35.26], [-9.84, 11.62, 36.76], [-11.22, 11.30, 36.82], [-7.98, 15.02, 35.86], [-7.78, 13.79, 34.59], [-6.53, 13.99, 35.76], [-11.61, 11.15, 35.81], [-11.72, 12.18, 37.23], [-11.37, 10.38, 37.37]]}



Most stable structure - entry iii; separation to the second - 37.8 kcal/mol.



Entry i
{"formula": "C2BrN5", "method": "the ωB97M-V functional and the def2-TZVPD basis", "gap_ev": 10.6, "lumo_ha": 0.000, "homo_energy_ev": -10.6363, "elements": ["C", "C", "N", "N", "N", "N", "N", "Br"], "positions_angstrom": [[-0.82, 0.32, 1.83], [1.53, 0.27, -1.44], [-0.90, 0.54, 2.95], [-0.55, -0.01, 0.62], [0.66, 0.51, -2.16], [-1.16, -0.42, -0.31], [-1.56, -0.95, -1.21], [2.80, -0.26, -0.28]]}



Entry ii
{"formula": "C2BrN5", "method": "the ωB97M-V functional and the def2-TZVPD basis", "gap_ev": 8.3, "lumo_ha": -0.117, "homo_energy_ev": -11.4732, "elements": ["C", "C", "N", "N", "N", "N", "N", "Br"], "positions_angstrom": [[-0.14, 1.41, 0.58], [-0.95, -0.44, -0.19], [0.31, 2.43, 0.35], [-0.06, -0.48, 0.97], [-0.19, -0.81, -1.27], [0.98, -1.07, 0.56], [0.94, -1.27, -0.76], [-2.77, -0.12, -0.13]]}



Most stable structure - entry i; separation to the second - 63.1 kcal/mol.



Entry i
{"formula": "H2O", "method": "the ωB97M-V functional and the def2-TZVPD basis", "gap_ev": [12.6, 9.3], "lumo_ha": [0.006, -0.071], "homo_energy_ev": [-12.4480, -11.2678], "elements": ["O", "H", "H"], "positions_angstrom": [[-0.72, 0.01, 0.00], [-0.67, -0.89, -0.02], [1.39, 0.88, 0.02]]}



Entry ii
{"formula": "H2O", "method": "the ωB97M-V functional and the def2-TZVPD basis", "gap_ev": 12.7, "lumo_ha": 0.039, "smiles": "O", "homo_energy_ev": -11.6335, "elements": ["O", "H", "H"], "positions_angstrom": [[0.21, -0.28, 0.21], [0.46, 0.20, -0.60], [-0.67, 0.08, 0.39]]}



Most stable structure - entry ii; separation to the second - 123.3 kcal/mol.